w | ORCA calculation (ωB97M-V/def2-TZVPD) on a cluster of 7 separate species, CH17NO6 in total.

Properties
Kohn-Sham gap (eV): 10.0890
HOMO energy (eV): -9.7
SMILES: CN.O.O.O.O.O.O
Lowest unoccupied orbital energy (eV): 0.4
2S+1: 1

XYZ file:
```
25
Properties=species:S:1:pos:R:3:lowdin_charge:R:1
O 0.9629 -2.2628 0.8055 0.002
O -1.5439 -1.9673 -0.0650 -0.031
O 0.9572 -0.7340 -1.9083 0.009
O -2.2230 0.5891 -0.9212 -0.060
O 2.0981 0.0148 0.4277 -0.167
O 0.4913 2.2567 -1.9986 0.083
N -0.1331 1.3201 1.3039 -0.095
C -0.6602 0.8923 2.6877 -0.155
H 1.6635 -1.8596 0.3168 0.016
H -0.6115 -2.0013 0.0930 -0.026
H 0.1977 0.7325 3.3707 0.073
H -0.9859 -0.1394 2.6273 0.039
H -2.3327 -0.3292 -0.7696 -0.021
H -0.9033 1.1722 0.5670 0.058
H 0.0021 -0.9114 -1.9766 0.070
H -1.7794 -1.4318 0.6601 0.004
H 0.1704 2.2948 -1.1806 -0.053
H 1.4422 -0.0197 -0.3549 0.017
H -1.5368 1.4569 3.0875 0.075
H 1.7837 0.7635 1.0421 0.047
H 0.1622 2.3401 1.4864 0.100
H 1.1426 -1.9470 1.6094 -0.017
H 1.2786 -1.0539 -2.6753 0.005
H 1.3445 2.2766 -2.0300 -0.049
H -2.0864 0.8893 -1.8490 0.075
```

***

x | ORCA calculation (ωB97M-V/def2-TZVPD) on a cluster of 7 separate species, CH17NO6 in total.

Properties
Kohn-Sham gap (eV): 9.4317
HOMO energy (eV): -9.0
SMILES: CN.O.O.O.O.O.O
Lowest unoccupied orbital energy (eV): 0.5
2S+1: 1

XYZ file:
```
25
Properties=species:S:1:pos:R:3:lowdin_charge:R:1
O -1.2716 4.4255 0.8325 -0.067
O -0.7993 0.9420 1.9396 -0.119
O 0.0861 -2.2220 -1.2398 -0.022
O 1.8217 -4.2346 -1.9507 -0.013
O 4.3422 -2.6092 -0.6453 -0.099
O 2.7134 -0.6228 0.0391 -0.048
N -3.1313 2.6508 0.6762 -0.063
C -4.4470 1.9153 0.2445 -0.122
H -0.2114 1.4076 2.5611 0.021
H -1.6608 1.4734 2.0554 0.038
H -4.1711 0.8903 -0.1677 0.073
H -5.0872 1.8945 1.1217 0.054
H -2.6799 3.0636 -0.0889 0.017
H -3.2197 3.2400 1.4574 0.018
H -0.4214 4.8434 1.0987 0.068
H 2.5174 -3.6468 -1.6237 0.035
H 5.2011 -2.2198 -0.7413 0.017
H 1.9679 -5.0255 -1.5174 0.016
H -4.9054 2.3255 -0.6727 0.051
H 3.6240 -1.9020 -0.5473 0.007
H 1.7895 -0.7790 0.0886 0.017
H -0.7636 -2.4408 -1.4517 -0.019
H -1.8293 5.1790 1.0108 0.036
H 2.7859 -0.7938 1.0353 0.116
H 0.5242 -2.9882 -1.6225 -0.011
```

***

Least stable structure: w